# C29H61N3O13

A cluster of 8 separate species, C29H61N3O13 in total in a non-equilibrium geometry (wB97M-V/def2-TZVPD, OMol25).

Last column: Löwdin charge in e.
Element x y z (Å)
C 16.011 -20.697 -6.589  -0.287
O 16.967 -19.990 -7.042  -0.079
N 14.893 -20.135 -6.045  -0.166
C 13.807 -20.906 -5.365  -0.037
C 14.714 -18.702 -5.851  -0.053
H 16.080 -21.790 -6.472  0.121
H 13.768 -21.897 -5.817  0.042
H 12.792 -20.509 -5.363  0.078
H 14.243 -21.013 -4.372  0.083
H 14.005 -18.333 -6.592  0.082
H 14.354 -18.370 -4.878  0.068
H 15.734 -18.353 -6.013  0.079
C 15.257 -17.093 -0.281  -0.315
O 15.010 -18.072 -1.038  -0.034
N 15.158 -15.792 -0.680  -0.172
C 15.709 -14.741 0.182  -0.094
C 14.896 -15.558 -2.137  -0.047
H 15.541 -17.255 0.771  0.128
H 16.794 -14.844 0.184  0.082
H 15.345 -14.873 1.202  0.071
H 15.391 -13.703 0.087  0.080
H 15.762 -15.119 -2.633  0.074
H 14.640 -16.454 -2.704  0.065
H 14.133 -14.818 -2.375  0.071
C 16.702 -18.382 -10.295  -0.350
O 17.496 -17.562 -10.704  0.002
N 15.559 -18.781 -10.906  -0.168
C 14.986 -18.214 -12.109  -0.060
C 14.623 -19.585 -10.127  -0.077
H 16.835 -18.909 -9.338  0.121
H 14.211 -17.496 -11.843  0.078
H 14.447 -18.931 -12.728  0.083
H 15.699 -17.630 -12.691  0.085
H 14.915 -19.965 -9.148  0.067
H 13.636 -19.151 -9.966  0.082
H 14.428 -20.574 -10.542  0.073
O 15.141 -23.936 -5.272  0.005
C 15.735 -24.872 -4.614  -0.411
O 16.235 -24.833 -3.361  0.006
C 16.508 -23.575 -2.751  -0.243
C 16.357 -23.674 -1.264  -0.090
C 15.693 -26.269 -5.281  -0.023
H 15.860 -22.730 -2.984  0.110
H 17.478 -23.143 -2.996  0.125
H 16.142 -22.736 -0.751  0.085
H 17.135 -24.241 -0.752  0.069
H 15.528 -24.347 -1.043  0.069
H 14.722 -26.735 -5.109  0.071
H 16.409 -26.981 -4.870  0.064
H 15.920 -26.396 -6.339  0.069
O 12.133 -15.441 -9.144  0.097
C 12.896 -14.514 -9.149  -0.508
O 14.291 -14.464 -8.928  -0.053
C 14.957 -15.591 -8.313  -0.177
C 16.308 -15.062 -7.641  -0.042
C 12.433 -13.149 -9.566  -0.008
H 15.025 -16.354 -9.088  0.102
H 14.423 -16.062 -7.488  0.095
H 16.186 -15.107 -6.559  0.053
H 16.478 -14.005 -7.850  0.062
H 17.253 -15.571 -7.834  0.067
H 12.617 -13.156 -10.640  0.090
H 12.843 -12.280 -9.051  0.082
H 11.351 -13.075 -9.457  0.082
O 13.270 -21.676 0.143  0.054
C 12.074 -21.989 0.042  -0.539
O 11.561 -22.539 -1.039  -0.023
C 12.474 -22.740 -2.106  -0.239
C 11.766 -23.488 -3.222  -0.093
C 11.002 -21.857 1.142  -0.007
H 13.286 -23.354 -1.717  0.109
H 12.858 -21.764 -2.403  0.116
H 12.281 -23.582 -4.178  0.059
H 10.826 -22.972 -3.417  0.053
H 11.444 -24.436 -2.790  0.064
H 11.020 -20.960 1.760  0.068
H 11.234 -22.701 1.792  0.079
H 10.004 -21.758 0.715  0.070
O 15.290 -22.892 -9.090  0.045
C 14.985 -24.092 -9.306  -0.472
O 13.889 -24.676 -8.686  -0.047
C 12.845 -23.826 -8.125  -0.236
C 11.804 -24.632 -7.429  -0.117
C 15.889 -24.978 -10.038  -0.007
H 12.435 -23.300 -8.987  0.116
H 13.447 -23.121 -7.553  0.088
H 11.045 -24.822 -8.188  0.065
H 11.196 -24.019 -6.764  0.056
H 12.124 -25.505 -6.860  0.074
H 15.374 -25.497 -10.847  0.087
H 16.325 -25.686 -9.334  0.087
H 16.694 -24.424 -10.520  0.092
O 12.433 -18.154 -3.361  0.089
C 11.228 -18.256 -3.280  -0.608
O 10.440 -18.211 -2.266  0.023
C 11.021 -18.173 -0.965  -0.248
C 10.099 -17.971 0.185  -0.103
C 10.335 -18.393 -4.465  -0.054
H 11.792 -17.403 -0.942  0.120
H 11.553 -19.096 -0.732  0.117
H 9.332 -18.744 0.146  0.074
H 9.668 -16.991 -0.015  0.070
H 10.674 -17.852 1.103  0.079
H 10.018 -19.433 -4.543  0.062
H 10.841 -18.190 -5.409  0.076
H 9.371 -17.884 -4.462  0.076

The orbital gap (spin up / spin down) comes out at 1.5 / 8.8 eV. Its charge is -1. For the total energy, the calculation gives -62146.898 eV. The value obtained for the LUMO energy (spin up / spin down) is 2.29 / 2.30 eV. The calculation puts the HOMO energy (spin up / spin down) at 0.02867 / -0.24019 Eh. The spin multiplicity is 2. For the maximum force, the calculation gives 5.3 eV Å⁻¹.